*i*
61
Properties=species:S:1:pos:R:3 method="wB97M-V/def2-TZVPD" gap_ev=7.94 total_charge=0 e_lumo_ev=0.74 e_homo_ev=-7.198
O 4.09677 -1.65741 -1.88286
O 1.58288 1.81519 -1.92091
O -7.81382 -1.06623 -0.74798
O 2.75330 -2.27899 -0.16486
N -0.39767 0.68942 0.40676
N 1.94101 -1.12908 -1.95279
N -3.09035 1.17785 1.20325
C -2.16200 0.44346 2.03306
C 0.83970 0.21783 -0.18988
C 6.22128 0.40522 2.12491
C 2.91386 -1.72808 -1.22441
C 6.30071 -0.96919 2.27188
C 0.66991 -0.80353 -1.34679
C -6.37192 0.75506 -0.41572
C 1.66888 1.38065 -0.64198
C -8.11550 -2.42856 -0.59072
C -5.20761 1.31994 0.04925
C 5.50162 0.11370 -0.14318
C 3.06825 3.09576 -0.87343
C -4.49752 -0.80472 0.86144
C 2.43316 2.85043 -2.04875
C -4.22685 0.55257 0.69274
C 5.57737 -1.26571 -0.00038
C -1.10320 -0.29498 1.20359
C 5.97652 -1.80184 1.21543
C 5.21456 -2.16182 -1.15732
C -1.31884 1.36766 -0.48340
C -6.62453 -0.60614 -0.24745
C -5.67510 -1.37619 0.40589
C -2.36171 2.10767 0.36565
C 2.57172 2.13713 0.04367
C 5.81952 0.94511 0.91529
H -7.11758 1.35796 -0.90976
H 2.49261 3.31771 -3.01180
H 2.84994 2.01748 1.06984
H -1.84743 2.82116 1.01680
H 1.39923 -0.28174 0.60978
H 0.02116 -0.40012 -2.12364
H -8.17071 -2.71075 0.46638
H -1.64764 1.17680 2.66315
H -2.70444 -0.24387 2.68134
H -5.82723 -2.43245 0.56618
H -0.39095 -0.79095 1.86538
H 6.46886 1.05375 2.95247
H 4.99199 -3.17152 -0.79679
H 6.60881 -1.39499 3.21546
H -1.59339 -1.05756 0.57535
H -3.78863 -1.45236 1.35267
H 2.24850 -0.56211 -2.72733
H -0.76792 2.08302 -1.09476
H 6.02601 -2.20302 -1.88994
H -3.04222 2.65034 -0.28715
H -5.06599 2.38279 -0.07093
H 5.18383 0.53440 -1.08654
H -7.38246 -3.06615 -1.09712
H -9.09225 -2.57081 -1.05105
H 6.02656 -2.87388 1.33599
H 3.79629 3.85718 -0.68247
H 0.23850 -1.72333 -0.94549
H 5.75372 2.01610 0.79320
H -1.85157 0.66473 -1.14920

*ii*
61
Properties=species:S:1:pos:R:3 method="wB97M-V/def2-TZVPD" gap_ev=8.73 total_charge=0 e_lumo_ev=0.78 e_homo_ev=-7.953
O 3.76616 -2.15882 -1.65336
O 0.94822 2.45432 -2.15438
O -4.23185 0.60186 1.42523
O 2.21386 -1.14692 2.51532
N 0.94006 2.10822 0.09092
N 3.33154 -1.58978 0.52520
N 1.21314 -2.17494 0.72019
C -0.77861 -1.74149 -1.19370
C 1.53801 -2.41867 -0.65875
C 4.04964 1.16527 -0.13546
C -3.45197 -2.22884 -0.59952
C -2.68133 1.40903 -0.28632
C 3.78952 2.64961 0.12069
C -5.35998 1.14653 0.76644
C -1.94470 0.74404 1.89443
C 2.84385 3.23679 -0.92524
C -1.38546 1.76599 -0.61259
C 2.22449 -1.58794 1.39167
C 1.48819 2.55341 -1.07281
C 0.66757 -1.51744 -1.54150
C -5.92985 0.23886 -0.31881
C -0.36532 1.64931 0.32238
C 4.58062 0.44392 1.10024
C -0.65543 1.10786 1.57413
C -1.14831 -2.12237 0.09329
C -2.98337 0.91913 0.97854
C 3.01599 -2.06125 -0.71632
C -3.08840 -1.82649 -1.87425
C -2.48681 -2.36428 0.37753
C 4.63250 -1.06853 0.88364
C -0.13748 -2.31957 1.19225
C -1.75992 -1.58495 -2.16453
H -3.44894 1.53098 -1.03333
H -6.10728 1.27798 1.55640
H -1.16747 2.15233 -1.59395
H 4.75115 1.04753 -0.96310
H -0.29638 -1.58960 1.99220
H 3.11333 0.69408 -0.44302
H 1.37919 -3.46963 -0.92981
H -3.83713 -1.71589 -2.64495
H 3.92917 0.64139 1.95417
H 0.85361 -1.73091 -2.59414
H -2.76675 -2.66681 1.37570
H 0.92624 -0.46876 -1.36520
H -1.46904 -1.27757 -3.15804
H 1.51029 2.15472 0.92306
H 5.58199 0.79873 1.34747
H 2.63983 4.28665 -0.69367
H 3.38176 2.78575 1.12672
H -2.18036 0.34347 2.86787
H -5.11680 2.13331 0.35452
H 5.30187 -1.32307 0.05836
H -0.26968 -3.32248 1.62475
H -5.19489 0.05162 -1.09664
H -6.22462 -0.71284 0.11473
H 4.96689 -1.56539 1.79835
H -6.80448 0.70947 -0.76045
H 3.31260 3.20596 -1.91045
H 4.73142 3.20099 0.09191
H 0.13375 0.98788 2.30390
H -4.48381 -2.44178 -0.36790

The structure with the least stability is *i*.

*i*
23
Properties=species:S:1:pos:R:3 method="wB97M-V/def2-TZVPD" gap_ev="9.34 / 6.89" total_charge=+1 e_lumo_ev="-3.54 / -4.09" e_homo_ev="-12.888 / -10.978"
N 0.80092 -0.18350 1.75503
N -0.73960 1.11640 0.36835
N 0.50773 -0.53612 -0.63208
C 0.02539 -0.02502 0.65974
C -0.54861 0.04842 -1.62032
C -1.22217 2.03532 1.34077
C 0.28765 -1.99916 -0.73256
C -1.20896 0.97410 -0.93776
C 1.87700 -0.17836 -1.02792
H -0.61838 -0.37152 -2.54329
H 1.04130 -2.47505 -0.14370
H 2.00162 -0.05962 -2.03076
H -1.52218 3.05649 0.81776
H 0.26112 -2.27230 -1.85528
H 0.92226 -1.15779 2.07556
H -0.41281 2.26812 2.07363
H -1.99618 1.52605 -1.28016
H 2.16529 0.64272 -0.41564
H 2.66516 -0.94267 -1.03286
H -2.16650 1.68236 2.00694
H -0.76297 -2.17093 -0.37947
H 0.51926 0.49005 2.55515
H -1.87634 -1.46799 0.97887

*ii*
23
Properties=species:S:1:pos:R:3 method="wB97M-V/def2-TZVPD" gap_ev=10.04 total_charge=+1 e_lumo_ev=-3.31 e_homo_ev=-13.355
N -2.01847 0.74235 -0.90812
N -0.12902 -0.89719 -1.93919
N 0.01926 -0.19215 -0.70611
C 0.74435 -1.69846 1.86590
C -3.19738 1.41790 -0.24312
C 2.61662 0.77479 -0.22873
C 1.74689 -0.17962 0.34672
C -0.88892 0.61332 -0.30191
C 1.70545 -0.75403 1.48037
H 0.16087 -0.27893 -2.67332
H -3.10395 2.47339 -0.50608
H -4.11392 1.08901 -0.76500
H 1.99849 1.66420 -0.29304
H 0.03052 -1.13321 2.55191
H -0.79106 0.97310 0.69885
H -3.40758 1.32347 0.88147
H 2.84917 0.26247 -1.18752
H 3.45365 0.90096 0.50439
H 1.31228 -2.64344 2.25843
H 0.16715 -1.94642 1.05632
H -2.15990 0.11831 -1.72747
H 2.74490 -0.80049 1.91229
H 0.26060 -1.82933 -2.07704

The structure with the least stability is *i*.

*i*
20
Properties=species:S:1:pos:R:3 method="wB97M-V/def2-TZVPD" gap_ev=9.73 total_charge=0 e_lumo_ev=0.73 e_homo_ev=-8.994
O 0.86495 2.18463 1.63495
O -0.11069 -0.48137 2.07630
N -1.47740 -1.96138 -0.18437
N 0.22929 1.13565 -0.22617
C -0.63266 0.29675 -1.14048
C -0.36335 -1.24485 -0.95438
C -0.03491 1.62286 0.98303
C 1.70135 1.06422 -0.48164
H -0.20380 0.61418 -2.26253
H 2.05588 1.99601 -0.15044
H -1.07119 1.53657 1.39564
H -1.91657 -1.24686 0.43332
H -1.67976 0.53821 -1.10279
H -0.19431 -1.51859 2.26252
H 0.58649 -1.31267 -0.38472
H 1.83806 0.67017 -1.58140
H 0.72696 -0.16931 2.35180
H -0.31097 -1.58210 -2.10410
H 2.14329 0.29078 0.23694
H -2.15067 -2.43290 -0.80145

*ii*
20
Properties=species:S:1:pos:R:3 method="wB97M-V/def2-TZVPD" gap_ev=10.24 total_charge=0 e_lumo_ev=0.60 e_homo_ev=-9.634
O -1.53662 -6.15190 0.03289
O 2.14047 -7.33758 -0.45551
N -1.11047 -4.58614 1.63214
N 0.25806 -1.43414 0.02396
C 0.00000 0.00000 0.00000
C -1.67488 -5.70922 1.21226
C -0.22784 -3.70205 0.84466
C -0.38918 -2.19132 1.13994
H -1.17168 -4.28154 2.60682
H -2.14214 -6.23253 2.08146
H 0.03016 -1.90653 2.12405
H 0.62592 0.63498 0.64934
H 0.10056 0.35330 -1.04004
H 1.18302 -7.12706 -0.37045
H -0.35305 -1.77235 -0.73033
H 2.52221 -7.11613 0.42396
H -1.49103 -2.10813 1.20679
H -0.38564 -3.84827 -0.24123
H -1.05301 0.11091 0.30897
H 0.82525 -3.95892 1.06932

*iii*
20
Properties=species:S:1:pos:R:3 method="wB97M-V/def2-TZVPD" gap_ev=9.37 total_charge=0 e_lumo_ev=0.41 e_homo_ev=-8.957
O -2.63823 -1.45891 -0.35507
O 4.03573 -2.59222 -1.17280
N -2.42850 -0.06974 1.44339
N 0.02271 0.76699 0.64563
C -2.02753 -0.61968 0.26239
C -0.63409 -0.13507 -0.23775
C 1.79763 2.12690 -0.48266
C 0.42156 2.09687 0.18370
H 2.56534 2.49822 0.19973
H -2.95127 -0.67588 2.05371
H -0.11121 -1.05347 -0.53776
H 1.87592 2.73467 -1.36981
H -0.39500 2.49321 -0.41443
H 0.74276 0.38384 1.23701
H 2.14852 1.14266 -0.80196
H 0.51687 2.73043 1.07016
H 4.25758 -2.02025 -1.91156
H -0.85097 0.21411 -1.25394
H 3.30072 -2.21479 -0.68532
H -1.70169 0.46816 1.89800

The structure with the least stability is *i*.

*i*
20
Properties=species:S:1:pos:R:3 method="wB97M-V/def2-TZVPD" gap_ev=9.75 total_charge=0 e_lumo_ev=0.87 e_homo_ev=-8.883
O 0.02862 2.34994 -1.96339
O 2.09363 0.07619 0.59109
N -0.90944 0.47695 -0.99210
N -0.37599 -2.31624 1.57114
C 0.79234 0.63608 0.85474
C -0.13232 1.00405 -2.11140
C -0.16344 -0.24004 0.03596
C -1.00573 -1.12199 1.01572
H 0.42712 -2.01586 2.12274
H -0.01124 -2.92637 0.82764
H 0.73225 1.69019 0.54510
H 0.52205 0.56365 1.89196
H -1.87922 0.21534 -0.97896
H -0.43523 2.89735 -1.33496
H 2.70112 0.45811 1.27584
H 0.49851 -1.08168 -0.39423
H 0.92244 0.68071 -2.28523
H -0.60825 0.64413 -3.05268
H -1.87212 -1.44937 0.45827
H -1.32510 -0.54114 1.92274

*ii*
20
Properties=species:S:1:pos:R:3 method="wB97M-V/def2-TZVPD" gap_ev=10.17 total_charge=0 e_lumo_ev=0.83 e_homo_ev=-9.340
O -2.44966 0.65968 2.64399
O -0.25664 1.34938 0.93777
N 1.88246 -1.32324 0.72152
N -1.49006 1.32897 -0.85673
C 0.60092 -1.56750 -0.17014
C 0.87216 0.78728 -1.17182
C -0.28947 1.27577 -0.24558
C 0.62628 -0.69550 -1.38007
H -0.29538 -1.40275 0.32892
H -1.60960 1.38812 -1.81011
H 1.94609 0.90795 -0.69675
H -2.26464 0.82288 3.55207
H 2.18142 -2.13112 1.16459
H -0.42928 -0.81493 -1.91831
H 1.48943 -1.10919 -1.96638
H 0.65400 -2.75949 -0.47530
H 0.96536 1.32565 -2.07638
H 1.81963 -0.65268 1.47886
H -1.69320 1.14573 2.15294
H -2.25984 1.46499 -0.21310

*iii*
20
Properties=species:S:1:pos:R:3 method="wB97M-V/def2-TZVPD" gap_ev=9.41 total_charge=0 e_lumo_ev=0.77 e_homo_ev=-8.646
O 0.99406 1.48114 1.50331
O -1.92593 1.19473 -1.91472
N 1.76744 -1.79214 -0.14638
N -1.33141 0.24942 0.21824
C -0.45280 -0.85200 -0.11029
C 1.57502 0.57188 0.59299
C -2.34735 0.53315 -0.71649
C 0.92853 -0.80624 0.52599
H -0.90753 -1.81696 0.14548
H 1.95268 -1.52599 -1.11736
H 0.82761 -1.16462 1.55464
H -2.78945 -0.40635 -1.04048
H 2.66548 0.48583 0.73423
H -3.15688 1.08877 -0.23650
H -2.02425 2.14463 -1.77935
H -0.31125 -0.91341 -1.19949
H 2.68645 -1.78819 0.28106
H -0.89317 1.02151 0.68627
H 1.24558 1.26528 2.41315
H 1.49716 1.02957 -0.39430

*iv*
20
Properties=species:S:1:pos:R:3 method="wB97M-V/def2-TZVPD" gap_ev=10.27 total_charge=0 e_lumo_ev=0.92 e_homo_ev=-9.359
O -1.29303 0.15407 -1.34129
O 2.87835 -0.62886 0.50868
N -1.22782 0.43962 1.12432
N -2.12001 -1.03620 -1.21669
C 0.36261 1.68575 -0.26741
C 0.46014 -0.86094 -0.11166
C -0.39020 0.38135 -0.04024
C 1.57984 -0.76461 1.06106
H 1.55366 -1.72600 1.58123
H 1.41096 0.01419 1.80815
H -3.06755 -0.66847 -1.30277
H -0.33937 2.48189 -0.54096
H -1.85337 -0.37057 1.07128
H -0.11793 -1.76391 0.10479
H 2.95817 0.26650 0.14210
H 0.97493 -0.95735 -1.07094
H -1.93652 -1.51588 -2.10186
H -1.82074 1.26349 1.07800
H 1.06707 1.59293 -1.10017
H 0.92081 2.01299 0.61439

The structure with the least stability is *iv*.